Formula: C25H28N2O3
Source: the Open Molecules 2025 dataset
Level of theory: ωB97M-V/def2-TZVPD

**Orbital gap**: 8.2 eV
**Molecular weight**: 404.5 g/mol
**Energy above the lowest of the compared OMol25 structures with the same formula, charge and spin**: 157.32 kJ/mol
**Lowest unoccupied orbital energy**: 0.2 eV
**Highest occupied orbital energy**: -0.29308 Eh
**Strongest force on any atom**: 0.01687 Eh/bohr
**Net charge**: 0
**E_tot**: -35501.6515 eV
**Structure (SMILES)**: Cc1ccc(C(=O)/C=C/c2cn(C[C@@H](O)CN3CCOCC3)c3ccccc23)cc1

Last column: natural (NBO) charge in e.
Geometry (Å):
C1 -6.427206 3.159622 -0.765407  -0.629
C2 -5.791952 1.858404 -0.381758  0.003
C3 -6.445129 0.656002 -0.633726  -0.221
C4 -5.877879 -0.546220 -0.263703  -0.148
C5 -4.627276 -0.579764 0.348337  -0.175
C6 -3.976644 0.621160 0.615623  -0.123
C7 -4.557823 1.823004 0.255465  -0.247
H1 -4.045614 2.749489 0.474998  0.208
H2 -3.026243 0.615447 1.129887  0.210
C8 -4.059764 -1.896003 0.751224  0.520
O1 -4.775403 -2.771567 1.209963  -0.545
C9 -2.623975 -2.105155 0.568862  -0.317
C10 -1.863457 -1.419980 -0.301982  -0.139
C11 -0.470583 -1.608646 -0.576823  -0.103
C12 0.179555 -0.971867 -1.614488  0.028
N1 1.483149 -1.339517 -1.678603  -0.367
C13 1.730942 -2.223146 -0.655944  0.208
C14 2.912746 -2.869151 -0.314578  -0.269
C15 2.894275 -3.702185 0.783097  -0.206
C16 1.727514 -3.883975 1.526343  -0.229
C17 0.549660 -3.257172 1.182794  -0.179
C18 0.529720 -2.419061 0.068921  -0.114
H3 -0.333869 -3.414165 1.779051  0.216
H4 1.752037 -4.534536 2.387718  0.216
H5 3.795737 -4.218751 1.076691  0.216
H6 3.815743 -2.729719 -0.889904  0.218
C19 2.473329 -0.764011 -2.538698  -0.217
H7 1.983261 -0.247722 -3.366740  0.217
H8 3.114552 -1.546958 -2.954014  0.220
C20 3.366645 0.240984 -1.785369  0.063
O2 4.360449 0.642380 -2.704349  -0.719
H9 4.964068 1.254082 -2.269460  0.474
C21 2.554177 1.440579 -1.234320  -0.241
N2 2.766777 1.780646 0.154501  -0.444
C22 2.266956 0.801824 1.104009  -0.260
C23 2.330477 1.409561 2.506177  -0.071
O3 3.643770 1.794972 2.837963  -0.520
C24 4.131601 2.733152 1.910450  -0.069
C25 4.125626 2.163384 0.489764  -0.256
H10 4.460279 2.932221 -0.211153  0.200
H11 4.825884 1.310012 0.453558  0.164
H12 5.147559 2.978229 2.224774  0.193
H13 3.509751 3.640588 1.933413  0.167
H14 2.024838 0.677966 3.255338  0.197
H15 1.664223 2.283932 2.549839  0.165
H16 1.231372 0.561811 0.855757  0.212
H17 2.853827 -0.132368 1.098414  0.174
H18 2.798685 2.322801 -1.835549  0.210
H19 1.484851 1.247534 -1.346813  0.204
H20 3.833289 -0.289374 -0.941183  0.169
H21 -0.236182 -0.294093 -2.337657  0.216
H22 -2.331291 -0.649950 -0.905743  0.213
H23 -2.223982 -2.943072 1.118559  0.214
H24 -6.389637 -1.478895 -0.449345  0.228
H25 -7.410393 0.668097 -1.119722  0.210
H26 -5.700745 3.968479 -0.752811  0.215
H27 -7.224260 3.405524 -0.063228  0.224
H28 -6.867999 3.095120 -1.758419  0.219

Force components x, y, z for each atom (eV/Å):
C -0.0336 -0.0031 0.0381
C 0.0684 -0.0176 0.0124
C 0.0456 0.0144 0.0226
C 0.1018 -0.0827 0.0347
C -0.2763 0.2212 0.0002
C -0.0449 -0.1682 0.0218
C -0.0771 0.0774 -0.0327
H 0.0325 0.0901 0.0182
H 0.0667 -0.0024 -0.0008
C -0.2367 -0.0859 0.0634
O 0.1521 0.1521 -0.1071
C 0.4765 -0.0871 -0.1152
C -0.4839 -0.0951 0.1370
C 0.5164 0.1733 -0.3475
C -0.5080 -0.1940 0.2965
N -0.1352 0.0217 -0.0108
C -0.2231 -0.3583 0.4636
C 0.1143 0.0268 -0.0791
C 0.0936 0.0381 -0.0721
C -0.0770 -0.0832 0.1527
C 0.0023 -0.0479 0.0513
C 0.3043 0.1261 -0.2603
H -0.0745 -0.0292 0.0556
H -0.0168 -0.0484 0.0749
H 0.0777 -0.0333 0.0054
H 0.1072 0.0256 -0.0458
C 0.7688 0.3784 -0.1345
H -0.0265 -0.0875 0.0260
H -0.1145 0.0457 -0.0354
C -0.4020 -0.0503 0.2905
O 0.2128 0.0147 -0.2489
H -0.0380 -0.0495 -0.0137
C 0.1005 -0.1538 0.0069
N 0.0319 0.0926 0.0524
C 0.0257 0.1590 0.3387
C -0.3094 -0.2857 -0.1893
O 0.1465 -0.0769 0.0903
C 0.2435 0.0928 -0.2927
C -0.1470 0.1284 0.2899
H 0.0558 0.0166 -0.0123
H 0.0270 0.0155 -0.0388
H -0.0562 0.0432 -0.0483
H 0.0736 -0.0465 -0.0224
H -0.0460 0.0477 -0.0467
H 0.0151 -0.0772 0.0082
H -0.0433 -0.0685 -0.0037
H -0.0474 -0.0059 -0.0127
H -0.0282 -0.1022 -0.0893
H 0.0037 0.0469 -0.0552
H -0.1104 0.0514 -0.0759
H -0.0357 0.1400 -0.1206
H -0.0896 0.0384 0.0354
H 0.0373 -0.0731 0.0607
H -0.0446 -0.0823 0.0048
H -0.0936 -0.0035 -0.0645
H 0.0015 0.0793 -0.0224
H -0.0534 0.0815 0.0015
H -0.0301 0.0601 -0.0553



Formula: C25H28N4O3
Source: the Open Molecules 2025 dataset
Level of theory: ωB97M-V/def2-TZVPD

**Orbital gap**: 4.8 eV
**Molecular weight**: 432.5 g/mol
**Energy above the lowest of the compared OMol25 structures with the same formula, charge and spin**: 215.55 kJ/mol
**Lowest unoccupied orbital energy**: -2.0 eV
**Highest occupied orbital energy**: -0.24814 Eh
**Strongest force on any atom**: 0.02276 Eh/bohr
**Net charge**: 0
**E_tot**: -38481.4641 eV

Last column: natural (NBO) charge in e.
Geometry (Å):
C1 2.155357 2.191198 6.653841  -0.411
C2 3.555927 1.825334 6.151619  -0.412
C3 3.366398 1.053358 4.833365  -0.205
N1 1.941302 1.149599 4.521135  -0.408
C4 1.368390 0.586043 3.412654  0.280
C5 1.821778 -0.673898 2.941563  -0.233
C6 1.281610 -1.233208 1.806373  -0.069
C7 0.404642 -0.484335 0.970385  -0.205
C8 0.078678 -1.009049 -0.300329  0.126
C9 -0.384693 -0.203025 -1.375577  -0.188
C10 0.135196 1.113688 -1.599274  -0.143
C11 -0.238448 1.834449 -2.713799  -0.253
C12 -1.337600 1.389927 -3.497300  0.244
N2 -1.836925 2.183225 -4.507727  -0.460
C13 -3.254235 2.436670 -4.688812  -0.197
C14 -3.350942 3.382160 -5.899964  -0.410
C15 -1.962646 3.422829 -6.540273  -0.413
C16 -1.027303 2.607730 -5.636100  -0.195
C17 -1.915146 0.126768 -3.226398  -0.210
C18 -1.371896 -0.692041 -2.267911  -0.131
C19 -0.093139 0.765984 1.479753  -0.106
C20 0.321459 1.247305 2.709262  -0.278
C21 1.175078 1.898679 5.504638  -0.207
H1 1.890970 1.573931 7.516537  0.217
H2 2.086331 3.240102 6.943762  0.221
H3 4.136780 2.729988 5.953346  0.213
H4 4.104591 1.216026 6.872556  0.224
H5 3.986519 1.490939 4.027557  0.200
H6 3.683641 0.001867 4.927658  0.198
H7 2.569617 -1.216984 3.513876  0.224
H8 1.536393 -2.254149 1.521437  0.271
H9 0.250273 -2.068878 -0.492812  0.270
H10 0.866310 1.522234 -0.892585  0.224
H11 0.252199 2.776606 -2.977703  0.223
H12 -3.809064 1.497519 -4.867406  0.177
H13 -3.706918 2.896211 -3.791792  0.196
H14 -4.112181 3.019946 -6.592373  0.218
H15 -3.645823 4.377889 -5.555836  0.212
H16 -1.977672 2.975115 -7.534033  0.215
H17 -1.590277 4.444529 -6.625633  0.215
H18 -0.151759 3.182609 -5.304984  0.190
H19 -0.633641 1.729738 -6.181255  0.183
H20 -2.747365 -0.194955 -3.851163  0.218
H21 -1.728125 -1.715785 -2.151517  0.283
H22 -0.819750 1.321084 0.885299  0.232
H23 -0.093289 2.161286 3.129777  0.224
H24 0.309271 1.309022 5.855469  0.206
H25 0.778016 2.827022 5.056134  0.186
C22 -0.809022 -4.103532 0.517879  -0.626
C23 -0.860158 -4.528326 -0.830253  0.627
O1 -1.232001 -3.869651 -1.808611  -0.732
N3 -0.400683 -5.844613 -1.052548  -0.662
C24 0.166344 -6.693234 -0.102120  0.795
O2 0.382407 -7.875514 -0.286208  -0.644
N4 0.492165 -6.017560 1.073130  -0.661
C25 0.118823 -4.699187 1.402651  0.626
O3 0.642190 -4.176414 2.401977  -0.721
H26 -1.250992 -3.159373 0.791547  0.209
H27 -0.551135 -6.254206 -1.960769  0.415
H28 1.034173 -6.540690 1.737888  0.415

Force components x, y, z for each atom (eV/Å):
C -0.3421 -0.1920 0.0550
C 0.1557 0.0875 -0.3625
C 0.3104 -0.5699 -0.0768
N -0.1845 -0.2248 -0.2421
C 0.3971 -0.1664 0.0287
C 0.0287 0.0852 -0.3035
C 0.2266 0.0207 0.0837
C -0.0901 -0.0715 -0.0761
C 0.3535 0.6897 0.6509
C -0.3139 0.8465 -0.6133
C -0.0020 -0.5034 0.2020
C -0.3317 -0.0681 -0.1957
C 0.2336 -0.3509 0.4328
N -0.0907 0.6610 -0.0675
C -0.4932 -0.5880 0.0132
C -0.2298 0.0086 0.4036
C 0.3530 -0.0583 -0.0510
C 0.4897 -0.2285 -0.0468
C 0.1026 0.6846 -0.2579
C 0.1140 -0.3410 0.3618
C 0.2888 -0.0862 0.3148
C -0.2661 -0.2683 -0.4592
C -0.3646 0.5042 -0.1683
H 0.0193 0.1717 -0.0662
H 0.0431 -0.1349 0.1094
H -0.0103 -0.1454 0.1109
H -0.0553 0.1753 -0.0550
H -0.4100 -0.1628 0.2021
H -0.1153 0.2969 0.0753
H -0.2413 0.0473 -0.1117
H -0.0305 0.2040 0.1245
H -0.2283 0.0404 0.1645
H -0.1175 -0.2441 -0.4568
H -0.2732 -0.2989 0.2606
H 0.0534 0.2760 -0.0663
H 0.3147 -0.2011 -0.2019
H 0.0571 0.1510 0.0301
H -0.0130 -0.1533 -0.1368
H 0.0192 0.1583 -0.0005
H -0.1175 -0.0664 -0.1226
H -0.1723 -0.0070 -0.0741
H -0.0926 0.1930 0.1821
H 0.2461 -0.0853 0.2097
H 0.1299 0.0686 0.0726
H 0.1284 -0.1517 0.2617
H 0.0569 -0.1799 -0.2567
H 0.3121 0.1790 -0.2192
H 0.1381 -0.1815 0.2634
C 0.3890 0.1189 -0.2084
C 0.0805 -0.2655 0.5804
O -0.3301 0.1119 -0.2340
N 0.3351 -0.6664 0.3414
C -0.3056 1.0978 0.2679
O 0.1102 0.2474 -0.0619
N -0.1002 -0.5161 -0.7390
C -0.0261 0.0622 0.0726
O -0.2741 -0.2668 -0.0244
H 0.1146 0.1122 -0.0391
H -0.0458 0.1108 -0.0311
H 0.0662 0.0339 0.1507



Formula: C25H28N4O4
Source: the Open Molecules 2025 dataset
Level of theory: ωB97M-V/def2-TZVPD

**Orbital gap**: 9.3 eV
**Molecular weight**: 448.5 g/mol
**Energy above the lowest of the compared OMol25 structures with the same formula, charge and spin**: 359.49 kJ/mol
**Lowest unoccupied orbital energy**: 0.6 eV
**Highest occupied orbital energy**: -0.31843 Eh
**Strongest force on any atom**: 0.01568 Eh/bohr
**Net charge**: 0
**E_tot**: -40530.0507 eV
**Structure (SMILES)**: COc1cccc(C(=O)N2CCC(n3nccc3NC(=O)CCOc3ccccc3)CC2)c1

Last column: natural (NBO) charge in e.
Geometry (Å):
C1 -0.983067 3.616385 -1.559867  -0.273
H1 -1.809309 3.606067 -2.276183  0.185
O1 0.262152 3.520464 -2.224301  -0.505
C2 0.475195 2.438970 -3.025342  0.299
C3 -0.322729 1.302623 -3.030818  -0.241
C4 -0.015688 0.238175 -3.869572  -0.112
C5 1.063587 0.315452 -4.737092  -0.236
C6 1.859980 1.450451 -4.727137  -0.191
C7 1.582967 2.498137 -3.872355  -0.260
H2 2.199467 3.383170 -3.855358  0.224
H3 2.704754 1.518908 -5.396441  0.216
H4 1.271739 -0.493649 -5.421566  0.218
C8 -0.944298 -0.932359 -3.781251  0.673
O2 -2.109732 -0.846128 -4.118843  -0.613
N1 -0.431104 -2.075642 -3.254264  -0.436
C9 0.898728 -2.209531 -2.713537  -0.221
H5 1.597583 -1.584506 -3.267740  0.230
C10 0.913326 -1.832353 -1.222897  -0.412
H6 1.668261 -2.421130 -0.698441  0.215
H7 1.167106 -0.777006 -1.121336  0.212
C11 -0.473680 -2.098157 -0.610996  -0.054
N2 -0.372826 -2.289679 0.820505  -0.156
C12 0.221718 -1.498493 1.745420  0.296
C13 0.102678 -2.134351 2.967088  -0.352
C14 -0.598987 -3.306072 2.675735  -0.048
N3 -0.873294 -3.384320 1.389369  -0.272
H8 -0.910233 -4.084244 3.342959  0.208
H9 0.457579 -1.786014 3.914618  0.233
N4 0.890036 -0.299844 1.481963  -0.626
C15 0.408886 0.758475 0.774697  0.709
O3 -0.648666 0.748347 0.179367  -0.637
C16 1.333858 1.960661 0.805094  -0.537
C17 1.006139 2.871159 2.003043  -0.054
O4 1.268419 2.245583 3.237604  -0.529
C18 0.294633 1.539522 3.897111  0.375
C19 0.704382 0.979943 5.108143  -0.298
C20 -0.175297 0.237184 5.868312  -0.194
C21 -1.475467 0.035591 5.432131  -0.247
C22 -1.882454 0.590878 4.234077  -0.163
C23 -1.010540 1.343917 3.464386  -0.337
H10 -1.366890 1.751936 2.531996  0.229
H11 -2.891003 0.437858 3.881119  0.218
H12 -2.162579 -0.552100 6.020748  0.217
H13 0.156786 -0.189390 6.803254  0.217
H14 1.720809 1.146525 5.430350  0.223
H15 1.673496 3.738144 1.975082  0.204
H16 -0.026323 3.227483 1.940563  0.185
H17 1.204458 2.537637 -0.109982  0.255
H18 2.373285 1.637666 0.879852  0.221
H19 1.662053 -0.117310 2.108860  0.417
C24 -1.092175 -3.338526 -1.257652  -0.412
C25 -1.349884 -3.078489 -2.750091  -0.227
H20 -2.357298 -2.690942 -2.917333  0.244
H21 -1.236935 -4.005331 -3.322476  0.196
H22 -2.023170 -3.587234 -0.752438  0.246
H23 -0.410742 -4.178314 -1.116742  0.207
H24 -1.118755 -1.229568 -0.795526  0.239
H25 1.194045 -3.254947 -2.843728  0.199
H26 -1.179623 1.216820 -2.383071  0.237
H27 -0.963460 4.574011 -1.041451  0.194
H28 -1.121898 2.807490 -0.837621  0.202

Force components x, y, z for each atom (eV/Å):
C -0.2441 0.0082 0.1440
H 0.0162 0.0076 0.0070
O 0.3076 -0.0539 -0.1586
C 0.1168 -0.1278 -0.1248
C -0.0369 0.1478 0.1241
C 0.0675 0.3167 -0.1607
C -0.1613 -0.1218 0.0218
C 0.0037 0.0149 0.0197
C -0.1151 0.1236 0.1545
H 0.0633 0.1130 -0.0066
H 0.0642 0.0189 -0.0565
H 0.0414 -0.0964 -0.0346
C 0.1269 -0.2178 -0.1558
O -0.2362 0.2572 -0.0242
N -0.0531 -0.0433 -0.1661
C 0.3929 0.1683 0.2573
H -0.0357 -0.1985 0.0607
C -0.1010 0.0140 -0.1517
H 0.0123 0.0093 0.0527
H 0.0529 -0.0393 -0.0246
C -0.0662 -0.0920 -0.6163
N 0.2343 0.3907 0.4320
C -0.2289 -0.2483 0.4594
C 0.0601 0.2300 -0.2713
C 0.2010 0.2353 -0.1096
N -0.4767 -0.6480 -0.0577
H -0.0777 -0.1959 0.1119
H 0.0596 0.1710 0.2059
N 0.2725 -0.1956 0.0594
C 0.4416 0.2202 -0.0123
O -0.2771 -0.0026 -0.0146
C -0.2156 0.1546 0.3814
C 0.0321 0.1577 -0.5050
O 0.0343 -0.2483 0.2661
C -0.0372 -0.0755 0.3141
C 0.1011 0.1172 -0.1975
C -0.0175 -0.0099 -0.0126
C -0.1317 -0.0536 0.0630
C -0.0044 -0.0354 0.1215
C 0.1424 0.2517 -0.1859
H 0.0077 0.0195 -0.1092
H -0.0842 -0.0208 -0.0445
H -0.0688 -0.0536 0.0518
H 0.0341 -0.0248 0.0808
H 0.1134 0.0288 0.0446
H -0.1669 -0.0930 -0.0321
H 0.0710 0.0074 0.0358
H -0.0163 -0.0675 -0.0641
H 0.0142 0.0490 -0.0190
H -0.0406 0.0352 -0.1918
C 0.0118 0.1300 -0.0211
C -0.3406 -0.1046 -0.0106
H 0.1480 -0.1305 0.0240
H -0.0741 0.0402 0.0421
H 0.0610 -0.0899 -0.0690
H -0.0338 -0.0648 0.0442
H 0.1238 -0.1895 0.0611
H 0.0350 0.0767 -0.0354
H -0.0878 0.0352 0.0866
H -0.0491 -0.0399 -0.0321
H 0.0138 0.0329 -0.0516